An isolated molecule of C16H26N4O3S in a non-equilibrium geometry, computed with ωB97M-V/def2-TZVPD.

ORCA input file:
```
! RIJCOSX wB97M-V def2-TZVPD def2/J DEFGRID3
* xyz 0 1
C -1.671 -3.419 1.374
C -3.195 -3.434 1.428
C -3.802 -2.087 1.830
C -3.517 -0.947 0.850
C -4.280 -1.087 -0.465
C -3.836 -0.070 -1.526
C -4.057 1.346 -1.055
O -5.123 1.917 -1.084
N -2.960 2.007 -0.565
N -1.736 1.464 -0.429
C -0.776 2.158 0.064
C 0.531 1.598 0.259
C 0.815 0.278 -0.042
O -0.100 -0.536 -0.542
N 2.041 -0.271 0.173
C 2.263 -1.660 -0.204
C 2.351 -1.839 -1.721
C 3.552 -1.143 -2.363
C 4.875 -1.835 -2.059
C 3.048 0.470 0.747
S 4.519 -0.145 1.143
N 2.770 1.776 1.009
C 1.566 2.448 0.815
O 1.461 3.617 1.107
H -1.261 -3.043 2.310
H -1.311 -2.793 0.561
H -1.293 -4.426 1.216
H -3.588 -3.747 0.460
H -3.513 -4.178 2.162
H -3.404 -1.810 2.809
H -4.883 -2.203 1.935
H -3.799 -0.004 1.324
H -2.446 -0.909 0.655
H -5.347 -0.958 -0.278
H -4.128 -2.086 -0.876
H -2.789 -0.226 -1.785
H -4.449 -0.211 -2.418
H -3.109 2.970 -0.259
H -0.897 3.196 0.372
H -0.946 -0.006 -0.630
H 1.429 -2.249 0.185
H 3.188 -1.981 0.275
H 1.431 -1.467 -2.174
H 2.408 -2.911 -1.920
H 3.599 -0.104 -2.031
H 3.399 -1.133 -3.445
H 4.833 -2.883 -2.349
H 5.681 -1.359 -2.612
H 5.118 -1.776 -1.002
H 3.523 2.315 1.424
*
```

Results
**Structure (SMILES)**: CCCCCCC(=O)N/N=C/c1c(O)n(CCCC)c(=S)[nH]c1=O
**Energy above the lowest of the compared OMol25 structures with the same formula, charge and spin**: 1.7 kcal per mole
**E_LUMO**: -0.20 eV
**Orbital gap**: 0.302 Ha

An isolated molecule of C26H25FN4O3, computed with ωB97M-V/def2-TZVPD.

ORCA input file:
```
! RIJCOSX wB97M-V def2-TZVPD def2/J DEFGRID3
* xyz 0 1
C -3.575 -1.930 3.049
C -2.702 -0.717 2.937
C -1.327 -0.820 3.114
C -0.520 0.298 3.050
C -1.067 1.549 2.794
C -0.168 2.754 2.695
N 0.515 2.799 1.416
C 1.790 2.413 1.263
O 2.524 2.061 2.163
C 2.265 2.475 -0.199
N 1.745 1.349 -0.970
C 0.538 1.496 -1.550
O -0.129 2.505 -1.355
C 0.001 0.419 -2.528
C -0.911 1.147 -3.533
C 1.080 -0.308 -3.343
C 1.509 -1.681 -2.801
O 2.631 -2.098 -2.997
N 0.542 -2.405 -2.201
C -0.561 -1.873 -1.766
C -1.544 -2.726 -1.185
C -2.634 -2.223 -0.553
C -2.795 -0.825 -0.463
C -1.885 -0.021 -1.069
N -0.829 -0.518 -1.757
C 2.459 0.138 -0.769
C 3.754 -0.014 -1.247
C 4.463 -1.169 -0.979
C 3.896 -2.178 -0.218
C 2.620 -2.032 0.293
C 1.922 -0.874 0.019
F 0.680 -0.709 0.529
C -2.437 1.655 2.603
C -3.245 0.535 2.683
H -3.073 -2.804 2.641
H -4.519 -1.785 2.529
H -3.797 -2.132 4.098
H -0.888 -1.787 3.309
H 0.546 0.209 3.197
H -0.744 3.676 2.813
H 0.610 2.708 3.461
H -0.038 2.974 0.584
H 3.354 2.425 -0.210
H 1.919 3.400 -0.667
H -1.481 0.419 -4.106
H -0.299 1.734 -4.213
H -1.598 1.824 -3.034
H 1.960 0.322 -3.470
H 0.682 -0.517 -4.341
H -1.346 -3.782 -1.257
H -3.368 -2.877 -0.108
H -3.618 -0.392 0.078
H -1.963 1.053 -1.019
H 4.190 0.768 -1.850
H 5.458 -1.287 -1.377
H 4.448 -3.083 -0.023
H 2.154 -2.798 0.891
H -2.878 2.621 2.401
H -4.314 0.637 2.549
*
```

Results
**Structure (SMILES)**: Cc1ccc(CNC(=O)CN(C(=O)[C@@]2(C)CC(=O)N=C3C=CC=CN32)c2ccccc2F)cc1
**E_LUMO**: 0.21 eV
**Orbital gap**: 0.305 Ha

A cluster of 2 separate species, HN3O3S in total in a non-equilibrium geometry, computed with ωB97M-V/def2-TZVPD.

ORCA input file:
```
! RIJCOSX wB97M-V def2-TZVPD def2/J DEFGRID3
* xyz -2 1
N 1.356 -1.544 -3.114
N 1.334 -0.669 -2.328
N 1.430 0.225 -1.604
O -1.441 0.939 0.540
O 0.122 0.903 2.492
O -1.543 -0.828 2.423
S -0.497 -0.100 1.632
H -0.761 1.075 -0.039
*
```

Results
**Energy above the lowest of the compared OMol25 structures with the same formula, charge and spin**: 11.8 kcal per mole
**E_LUMO**: 6.78 eV
**Orbital gap**: 0.245 Ha

A structure of composition C9H36FeO17S2 in a non-equilibrium geometry, computed with ωB97M-V/def2-TZVPD.

ORCA input file:
```
! RIJCOSX wB97M-V def2-TZVPD def2/J DEFGRID3
* xyz 0 7
Fe 14.220 5.631 -1.102
S 14.184 8.909 -1.399
O 15.332 9.810 -1.652
O 14.485 7.468 -1.324
O 13.334 9.279 -0.275
O 13.016 9.098 -2.253
S 16.093 3.764 -1.057
O 16.683 3.202 0.154
O 16.546 3.230 -2.291
O 14.665 3.808 -0.995
O 16.073 5.215 -1.083
C 18.687 4.394 -4.693
O 18.481 4.791 -3.334
H 18.859 3.327 -4.837
H 17.835 4.748 -5.273
H 19.599 4.859 -5.068
H 17.854 4.204 -2.905
C 14.205 1.628 -3.623
O 15.144 2.421 -4.276
H 13.263 1.639 -4.172
H 14.539 0.590 -3.618
H 14.106 1.837 -2.558
H 15.762 2.763 -3.626
C 15.024 5.734 -4.039
O 13.968 5.411 -3.114
H 14.820 6.756 -4.356
H 16.022 5.769 -3.601
H 15.079 4.941 -4.785
H 13.203 5.312 -3.687
C 13.404 5.035 1.657
O 14.281 5.800 0.875
H 12.467 5.562 1.840
H 13.079 4.147 1.116
H 13.756 4.772 2.655
H 14.831 6.258 1.514
C 13.352 1.311 1.172
O 12.233 0.823 0.429
H 13.912 0.432 1.491
H 14.006 1.981 0.614
H 12.969 1.839 2.045
H 11.758 1.590 0.100
C 16.376 -0.172 -0.528
O 16.889 0.551 0.540
H 15.460 0.203 -0.983
H 17.154 -0.273 -1.286
H 16.043 -1.143 -0.162
H 16.771 1.464 0.266
C 18.715 5.656 0.469
O 18.985 4.291 0.499
H 18.207 5.951 -0.449
H 18.054 5.881 1.307
H 19.608 6.275 0.549
H 18.162 3.803 0.584
C 19.343 1.856 -1.810
O 18.470 1.331 -2.789
H 19.814 2.757 -2.203
H 18.880 2.172 -0.875
H 20.183 1.233 -1.503
H 17.652 1.834 -2.770
C 16.235 2.102 3.228
O 16.222 3.385 2.669
H 15.816 1.333 2.580
H 17.228 1.832 3.588
H 15.530 2.217 4.051
H 16.437 3.271 1.740
*
```

Results
**<S²>**: 12.02
**Energy above the lowest of the compared OMol25 structures with the same formula, charge and spin**: 0.0 kcal per mole
**E_LUMO (spin up / spin down)**: -1.55 / -3.87 eV
**Orbital gap (spin up / spin down)**: 0.294 / 0.208 Ha

A cluster of 2 separate species, C5H12N2 in total in a non-equilibrium geometry, computed with ωB97M-V/def2-TZVPD.

ORCA input file:
```
! RIJCOSX wB97M-V def2-TZVPD def2/J DEFGRID3
* xyz 0 1
C -1.571 0.058 -0.349
C -2.299 -1.212 -0.289
C -2.125 1.315 0.203
C 2.433 -1.105 -0.479
C 1.854 1.174 0.380
N 0.296 -0.721 0.530
N 1.427 -0.279 0.272
H -3.205 -1.396 0.420
H -2.421 -1.422 -1.388
H -1.608 -1.941 0.093
H -3.175 1.366 0.328
H -1.805 2.196 -0.321
H -1.789 1.535 1.279
H 2.778 -0.683 -1.469
H 3.427 -1.043 0.024
H 1.972 -2.139 -0.454
H 1.452 1.545 -0.513
H 1.422 1.506 1.278
H 2.936 1.244 0.454
*
```

Results
**Energy above the lowest of the compared OMol25 structures with the same formula, charge and spin**: 165.7 kcal per mole
**E_LUMO (spin up / spin down)**: 0.54 / 0.54 eV
**Orbital gap (spin up / spin down)**: 0.274 / 0.274 Ha

A cluster of 6 separate species, C25H69BINO22P5 in total, computed with ωB97M-V/def2-TZVPD.

ORCA input file:
```
! RIJCOSX wB97M-V def2-TZVPD def2/J DEFGRID3
* xyz -1 1
C 3.090 0.505 3.504
C 2.467 0.433 2.089
C 3.233 -0.548 1.194
C 0.997 0.005 2.187
C 0.192 0.161 0.892
B -1.433 0.396 1.113
C -2.096 0.363 -0.399
N -3.575 0.308 -0.521
C -2.049 -0.786 2.071
C -3.372 -0.474 2.788
C -4.074 -1.756 3.245
I -4.646 -1.738 5.332
C -1.692 1.931 1.698
O -1.605 2.063 3.129
O -2.505 3.085 3.605
H 2.994 1.513 3.909
H 2.561 -0.176 4.172
H 4.151 0.246 3.505
H 2.513 1.434 1.650
H 2.869 -1.568 1.327
H 4.303 -0.546 1.430
H 3.154 -0.303 0.130
H 1.034 -1.064 2.434
H 0.510 0.503 3.030
H 0.600 0.999 0.308
H 0.306 -0.746 0.286
H -1.699 -0.528 -0.896
H -1.744 1.226 -0.970
H -3.923 -0.584 -0.202
H -4.011 1.050 0.007
H -2.212 -1.664 1.423
H -1.354 -1.124 2.848
H -4.047 0.121 2.173
H -3.133 0.134 3.660
H -3.404 -2.607 3.161
H -4.999 -1.957 2.710
H -0.924 2.598 1.265
H -2.659 2.332 1.370
H -2.191 3.869 3.130
C -1.362 -0.945 -5.368
O 0.037 -0.644 -5.235
P 0.472 0.542 -4.257
O -0.435 0.765 -3.144
O 0.701 1.798 -5.207
C -0.465 2.372 -5.823
O 1.954 0.166 -3.881
C 2.927 -0.124 -4.893
H -1.604 -1.811 -4.755
H -1.985 -0.112 -5.051
H -1.549 -1.171 -6.416
H -1.298 2.385 -5.119
H -0.737 1.800 -6.713
H -0.229 3.395 -6.098
H 2.929 0.650 -5.660
H 2.719 -1.094 -5.345
H 3.895 -0.150 -4.398
C 3.135 2.774 -1.893
O 4.299 3.576 -2.187
P 5.735 3.159 -1.656
O 5.981 1.725 -1.567
O 5.940 3.976 -0.307
C 5.181 3.576 0.843
O 6.693 3.934 -2.636
C 6.529 5.341 -2.843
H 2.904 2.144 -2.744
H 3.270 2.146 -1.014
H 2.316 3.462 -1.713
H 5.179 2.492 0.947
H 4.157 3.944 0.767
H 5.658 4.020 1.712
H 6.463 5.868 -1.892
H 5.634 5.531 -3.435
H 7.406 5.684 -3.386
C 1.648 -6.422 -0.349
O 1.286 -5.244 -1.076
P 0.384 -4.130 -0.360
O 0.537 -4.091 1.089
O -1.095 -4.413 -0.880
C -1.777 -5.566 -0.391
O 0.755 -2.825 -1.131
C 0.728 -2.761 -2.563
H 2.668 -6.321 0.018
H 0.987 -6.594 0.499
H 1.589 -7.266 -1.035
H -1.639 -5.671 0.686
H -1.422 -6.464 -0.903
H -2.834 -5.430 -0.603
H -0.202 -3.170 -2.958
H 1.577 -3.311 -2.970
H 0.809 -1.713 -2.831
C -1.755 -5.194 6.032
O -2.096 -6.380 6.785
P -3.234 -7.346 6.241
O -3.377 -7.381 4.792
O -4.546 -6.949 7.047
C -5.111 -5.654 6.805
O -2.874 -8.728 6.906
C -2.669 -8.814 8.320
H -0.853 -5.385 5.456
H -2.553 -4.900 5.355
H -1.575 -4.395 6.747
H -5.088 -5.410 5.743
H -4.565 -4.895 7.366
H -6.143 -5.675 7.145
H -3.489 -8.343 8.860
H -1.726 -8.341 8.592
H -2.632 -9.871 8.569
C 0.764 5.572 -2.848
O -0.578 6.075 -2.978
P -1.143 6.384 -4.434
O -0.543 5.567 -5.485
O -0.999 7.958 -4.627
C 0.310 8.507 -4.785
O -2.691 6.225 -4.264
C -3.389 6.917 -3.216
H 0.734 4.491 -2.741
H 1.371 5.822 -3.716
H 1.201 6.024 -1.959
H 0.903 7.902 -5.472
H 0.812 8.574 -3.818
H 0.193 9.505 -5.197
H -3.126 7.974 -3.209
H -3.157 6.465 -2.254
H -4.449 6.808 -3.424
*
```

Results
**E_LUMO**: 1.87 eV
**Orbital gap**: 0.213 Ha

A structure of composition C16H15Br28NO4S in a non-equilibrium geometry, computed with ωB97M-V/def2-TZVPD.

ORCA input file:
```
! RIJCOSX wB97M-V def2-TZVPD def2/J DEFGRID3
* xyz 0 1
O 2.925 -2.988 0.204
S 3.139 -1.455 0.132
O 4.550 -0.922 -0.330
O 2.139 -0.866 -1.158
C 2.009 0.558 -0.729
C 1.454 0.439 0.824
Br 1.610 2.234 1.694
C -0.073 -0.195 0.564
C -1.233 0.890 0.172
C -2.747 0.271 -0.141
C -2.916 -1.387 -0.009
C -1.572 -2.222 0.414
N -0.196 -1.686 0.692
O 2.377 -0.572 1.416
H 2.972 1.186 -0.946
H 1.089 0.903 -1.376
H -1.063 2.052 0.064
H -3.661 0.942 -0.459
H -3.925 -1.947 -0.214
H -1.699 -3.408 0.481
C 5.528 2.813 -2.850
Br 4.795 2.045 -4.480
Br 4.136 3.230 -1.556
Br 6.917 1.690 -2.081
H 6.001 3.761 -3.127
C 1.360 -0.164 -4.967
Br 2.291 0.557 -6.516
Br 0.507 1.236 -3.920
Br 0.103 -1.562 -5.465
H 2.116 -0.627 -4.326
C -3.044 -4.684 -4.582
Br -2.181 -6.360 -5.062
Br -2.478 -4.055 -2.830
Br -2.801 -3.326 -5.952
H -4.119 -4.885 -4.517
C 0.775 3.188 5.664
Br 0.140 1.356 5.513
Br 2.639 3.354 5.132
Br -0.367 4.432 4.698
H 0.720 3.460 6.723
C -1.294 -4.777 3.564
Br -1.760 -3.025 2.860
Br -2.783 -6.023 3.448
Br 0.313 -5.489 2.729
H -1.070 -4.645 4.628
C -4.325 -9.562 4.264
Br -4.960 -11.394 4.113
Br -2.461 -9.396 3.732
Br -5.467 -8.318 3.298
H -4.380 -9.290 5.323
C -6.486 -2.373 -5.063
Br -8.070 -1.552 -5.838
Br -5.658 -1.230 -3.724
Br -6.860 -4.150 -4.364
H -5.760 -2.495 -5.873
C 3.481 6.848 0.032
Br 2.379 7.379 -1.480
Br 4.937 8.101 0.342
Br 2.419 6.561 1.637
H 3.936 5.887 -0.226
C 3.145 10.324 3.840
Br 4.159 8.854 4.612
Br 1.239 10.148 4.185
Br 3.828 12.054 4.413
H 3.280 10.271 2.755
*
```

Results
**Energy above the lowest of the compared OMol25 structures with the same formula, charge and spin**: 234.7 kcal per mole
**E_LUMO**: -0.77 eV
**Orbital gap**: 0.299 Ha

A cluster of 3 separate species, C3H12NO2 in total in a non-equilibrium geometry, computed with ωB97M-V/def2-TZVPD.

ORCA input file:
```
! RIJCOSX wB97M-V def2-TZVPD def2/J DEFGRID3
* xyz 1 1
C 0.906 0.328 -2.230
C 0.726 0.778 -0.833
C 1.095 1.895 -0.243
N 0.049 -0.235 0.003
H -0.091 0.251 -2.694
H 1.387 1.008 -2.930
H 1.397 -0.633 -2.322
H 0.850 2.107 0.784
H 1.664 2.649 -0.753
H -0.877 -0.457 -0.369
H -0.172 0.120 0.959
H 0.549 -1.114 0.119
H -2.042 -2.924 0.923
H -0.651 -3.390 0.780
O -1.189 -2.598 0.603
H -1.238 1.517 2.819
H -1.268 0.013 3.028
O -1.094 0.685 2.354
*
```

Results
**Energy above the lowest of the compared OMol25 structures with the same formula, charge and spin**: 13.2 kcal per mole
**E_LUMO**: -3.07 eV
**Orbital gap**: 0.414 Ha